Entry 1:
Density functional theory data (ωB97M-V/def2-TZVPD) for C17H22F3N4O3PPd as an isolated structure.

```
51
Properties=species:S:1:pos:R:3:forces:R:3
Pd 0.938497 0.153148 1.202632 0.5 0.0 1.2
F -0.854783 4.613035 1.155120 0.1 0.1 0.1
C -1.404481 3.767527 0.311700 0.0 0.0 0.0
F -1.426362 4.302324 -0.903870 0.0 0.0 -0.1
F -2.653725 3.498843 0.693308 0.0 -0.1 0.0
C -0.615788 2.433868 0.288812 -0.1 0.3 0.6
O -0.808417 1.746619 -0.780762 0.0 0.2 0.2
O 0.073776 2.127263 1.254132 -0.3 0.0 -0.4
C 1.815998 -1.653377 1.700502 -0.1 0.1 0.2
C 1.516175 -0.978547 2.932777 0.2 0.0 -0.3
C 2.468908 -0.176374 3.626984 0.0 -0.1 0.1
C 2.053569 0.709994 4.577668 0.1 0.0 0.0
C 0.674184 0.871109 4.853745 0.0 0.0 0.0
C -0.274604 0.143356 4.174737 -0.1 0.0 0.0
C 0.134723 -0.773544 3.195193 -0.1 0.1 -0.1
C 0.265733 1.817076 5.848922 -0.1 0.1 0.1
N -0.064392 2.585190 6.635500 0.0 0.0 0.0
H 1.159517 -2.474985 1.432152 0.0 0.0 -0.1
H 2.849726 -1.762464 1.393133 0.0 0.0 0.0
H 3.522141 -0.295260 3.408472 0.0 0.0 0.0
H 2.773370 1.306236 5.121711 0.0 0.0 0.0
H -1.323727 0.263840 4.406033 0.0 0.0 0.0
H -0.595882 -1.438687 2.750947 0.0 -0.1 0.0
C -0.416307 -1.757466 -3.846152 0.0 0.1 0.1
N -0.050768 -2.434643 -2.514302 0.0 -0.1 0.0
C -1.345219 -2.797545 -1.794097 0.1 -0.1 0.0
N -2.119651 -1.630623 -1.601595 -0.1 0.2 -0.2
C -2.445905 -0.992975 -2.883068 0.0 0.0 0.1
N -1.232697 -0.620914 -3.605556 0.1 0.0 0.1
C -0.536233 0.506756 -2.980771 0.1 -0.1 -0.1
P -0.088476 0.134719 -1.231230 -0.2 -0.5 -1.2
C 0.776994 -1.528155 -1.650256 -0.2 0.0 0.0
C -1.644135 -0.713002 -0.588859 0.2 0.1 0.2
H -0.942960 -2.509173 -4.432918 0.0 0.0 0.0
H 0.517169 -1.490362 -4.337832 0.0 0.0 0.0
H 0.476722 -3.288664 -2.715814 0.0 0.0 0.0
H -1.073937 -3.269366 -0.850741 0.0 0.0 0.0
H -1.867987 -3.512910 -2.428375 0.0 0.0 0.0
H -3.051716 -0.106545 -2.706573 0.0 0.0 0.0
H -3.021999 -1.695527 -3.483849 0.0 0.0 0.0
H -1.175542 1.385054 -3.017866 0.0 0.0 0.0
H 0.376146 0.731979 -3.541434 0.0 0.0 0.0
H 0.998004 -2.082848 -0.742004 0.1 0.0 0.1
H 1.713821 -1.334311 -2.168460 0.0 0.0 -0.1
H -2.406391 0.036174 -0.389104 0.0 0.0 0.0
H -1.427168 -1.253774 0.333080 0.0 0.0 0.0
C 1.978178 1.971537 -1.247353 0.0 0.0 0.1
O 1.429789 0.681942 -0.817330 -0.4 -0.2 -0.4
H 2.480168 2.408420 -0.394013 0.1 0.1 0.1
H 1.191721 2.630269 -1.602825 0.0 0.0 -0.1
H 2.684222 1.745762 -2.040250 0.0 0.1 0.0
```
Positions in Å, forces in eV/Å.

ΔE to the lowest compared entry with this formula, charge and spin   0.306 eV
M   524.78 g/mol
LUMO level   -7.29 eV
Gap between HOMO and LUMO   8.045 eV
Total charge   +2



Entry 2:
Density functional theory data (ωB97M-V/def2-TZVPD) for the molecule C17H22FN3O2.

```
45
Properties=species:S:1:pos:R:3:forces:R:3
C 1.184325 0.619688 3.872692 0.0 0.1 0.0
N 1.110951 1.047248 2.493952 0.0 0.2 0.0
C 0.069018 2.046710 2.337818 0.0 0.0 0.4
C -0.281469 2.354324 0.931037 0.2 0.1 -0.6
N 0.483037 2.458109 -0.110522 0.3 0.0 0.5
C -0.396066 2.727169 -1.119617 -0.4 0.2 0.6
C 0.022942 2.808456 -2.541301 -0.1 -0.2 0.0
C 0.314976 1.391069 -2.969487 0.1 -0.1 -0.2
C 1.572567 0.838653 -2.762255 0.0 0.1 0.0
C 1.820985 -0.484557 -3.083357 0.0 0.0 0.0
C 0.817645 -1.279890 -3.609332 -0.2 0.0 -0.1
C -0.430728 -0.717831 -3.801861 0.1 0.1 0.1
F -1.422978 -1.482605 -4.303697 0.1 0.1 0.0
C -0.701043 0.601208 -3.489204 0.0 -0.2 -0.1
N -1.629658 2.794884 -0.709783 -0.3 0.3 -1.2
O -1.571810 2.553796 0.629299 0.3 -0.2 0.8
C 1.132545 -0.022050 1.514182 -0.2 -0.1 -0.3
C -0.150106 -0.870384 1.355242 0.4 -0.1 -0.1
C -0.107018 -2.170990 2.162122 -0.5 0.1 -0.1
C -1.369616 -2.991968 1.888728 0.2 -0.1 0.3
O -1.520134 -3.289057 0.521437 0.0 -0.2 0.0
C -1.613824 -2.119364 -0.256963 0.2 0.3 -0.3
C -0.372308 -1.238233 -0.115068 -0.4 -0.1 0.2
H 1.984638 -0.108981 3.976540 0.0 0.0 0.1
H 1.420514 1.483329 4.495657 0.0 0.0 0.1
H 0.247977 0.176257 4.244486 0.0 0.0 0.0
H -0.873200 1.769260 2.846057 0.1 0.0 -0.1
H 0.432123 2.970873 2.808570 -0.2 -0.1 0.0
H 0.920117 3.422409 -2.616845 -0.1 0.0 0.0
H -0.786387 3.240297 -3.127709 0.1 0.0 0.0
H 2.355113 1.447799 -2.336906 0.1 0.1 0.0
H 2.802436 -0.902243 -2.918933 0.1 0.0 0.0
H 0.986500 -2.314129 -3.862653 0.0 -0.1 0.0
H -1.692616 0.997729 -3.642580 -0.1 0.0 0.0
H 1.970283 -0.671291 1.777312 0.0 0.0 0.0
H 1.372594 0.442561 0.554601 0.0 -0.2 0.1
H -1.013052 -0.283023 1.691219 -0.1 0.0 0.0
H -0.032327 -1.972118 3.231534 0.1 0.0 0.1
H 0.764075 -2.754121 1.856197 0.1 0.0 0.0
H -1.325003 -3.956272 2.399595 -0.1 0.1 0.0
H -2.253110 -2.439531 2.250007 0.0 -0.1 0.0
H -1.737879 -2.454778 -1.288435 -0.1 0.1 0.0
H -2.506879 -1.544638 0.038659 0.0 0.0 0.0
H -0.496531 -0.341397 -0.724127 0.0 0.1 -0.1
H 0.498381 -1.782376 -0.486309 0.1 0.0 -0.1
```
Positions in Å, forces in eV/Å.

ΔE to the lowest compared entry with this formula, charge and spin   3.055 eV
M   319.38 g/mol
LUMO level   0.81 eV
SMILES   CN(Cc1nc(Cc2cccc(F)c2)no1)CC1CCOCC1
Gap between HOMO and LUMO   9.393 eV



Entry 3:
Density functional theory data (ωB97M-V/def2-TZVPD) for C17H22IN4NiO2 as an isolated structure.

```
47
Properties=species:S:1:pos:R:3:forces:R:3
Ni 0.777043 -1.144111 -0.516418 0.0 -0.1 -0.1
C -3.804920 -1.667797 -1.034882 0.0 0.0 0.0
C -3.298362 -0.259562 -0.978776 0.0 0.0 0.0
N -4.151814 0.723564 -1.072748 0.0 0.0 0.0
C -3.709462 2.000936 -1.018156 0.0 0.0 0.0
C -2.395621 2.339446 -0.872117 0.0 0.0 0.0
C -2.001096 3.791196 -0.785999 0.0 0.0 0.0
O -1.372559 4.116577 0.454441 0.0 0.0 0.0
C -1.436424 1.289377 -0.767935 0.0 0.0 0.0
C -0.062379 1.647789 -0.581069 0.0 0.0 0.0
N 0.940605 0.847701 -0.385333 0.0 0.0 0.0
C 2.183893 1.446296 -0.040386 0.0 0.0 0.0
C 2.240675 2.580661 0.772174 0.0 0.0 0.0
C 3.455300 3.147954 1.117083 0.0 0.0 0.0
C 4.643591 2.585795 0.675403 0.0 0.0 0.0
C 4.612219 1.443174 -0.108834 0.0 0.0 0.0
C 3.390619 0.885777 -0.448490 0.1 -0.1 -0.1
I 3.399884 -0.840976 -1.637569 -0.1 0.0 0.1
C -1.887205 -0.040720 -0.820571 0.0 0.0 0.0
O -1.120514 -1.089874 -0.750491 0.0 0.0 0.0
H -4.883018 -1.656887 -1.167074 0.0 0.0 0.0
H -3.559641 -2.206488 -0.116921 0.0 0.0 0.0
H -3.342102 -2.212621 -1.860046 0.0 0.0 0.0
H -4.471667 2.767308 -1.094803 0.0 0.0 0.0
H -2.883852 4.411681 -0.951799 0.0 0.0 0.0
H -1.278661 4.053257 -1.560549 0.0 0.0 0.0
H -2.035512 4.064263 1.151080 0.0 0.0 0.0
H 0.150149 2.711984 -0.578375 0.0 0.0 0.0
H 1.320076 3.012737 1.145540 0.0 0.0 0.0
H 3.469485 4.028576 1.744578 0.0 0.0 0.0
H 5.594711 3.023307 0.944953 0.0 0.0 0.0
H 5.532425 0.992118 -0.453140 0.0 0.0 0.0
N 1.131236 -1.578364 1.466952 0.0 0.0 0.0
C 0.157438 -2.565358 2.000118 0.0 0.0 0.0
C 0.279497 -3.911936 1.302006 0.0 0.0 0.0
C -0.214870 -3.940895 -0.136367 0.0 0.0 0.0
N 0.669213 -3.161508 -1.040120 0.0 0.0 0.0
H 2.076624 -1.909366 1.644025 0.0 0.0 0.0
H 1.044746 -0.705511 1.980891 0.0 0.0 0.0
H -0.839567 -2.152068 1.842488 0.0 0.0 0.0
H 0.306752 -2.692821 3.073602 0.0 0.0 0.0
H -0.309168 -4.633983 1.869909 0.0 0.0 0.0
H 1.316267 -4.266028 1.353006 0.0 0.0 0.0
H -1.205497 -3.492982 -0.203041 0.0 0.0 0.0
H -0.282420 -4.974612 -0.479783 0.0 0.0 0.0
H 0.278320 -3.188976 -1.978386 0.0 0.0 0.0
H 1.575564 -3.618035 -1.098053 0.0 0.0 0.0
```
Positions in Å, forces in eV/Å.

ΔE to the lowest compared entry with this formula, charge and spin   0.002 eV
M   499.99 g/mol
LUMO level (spin up / spin down)   -3.26 / -3.28 eV
Gap between HOMO and LUMO (spin up / spin down)   7.587 / 7.585 eV
Total charge   +1
2S+1   3



Entry 4:
Density functional theory data (ωB97M-V/def2-TZVPD) for the molecule C17H22N2O4.

```
45
Properties=species:S:1:pos:R:3:forces:R:3
C -3.786850 0.327484 1.977532 -0.2 -0.9 -0.8
C -4.111752 0.058412 0.493310 0.2 -0.1 0.9
N -2.955554 -0.694853 0.024996 2.1 -0.4 -2.7
C -2.986699 -2.147365 -0.026363 -0.5 0.0 1.6
C -1.996612 -0.024063 -0.725155 -1.7 3.4 0.7
O -2.027659 1.234927 -0.759823 0.7 -3.0 -0.3
O -1.106262 -0.800091 -1.383677 0.4 0.9 -0.6
C -0.146581 -0.096704 -2.234561 -1.8 -0.1 -0.1
C -0.542408 0.436156 -3.475594 0.4 0.2 -0.9
C 0.472337 0.943178 -4.388149 1.6 -1.2 4.2
C 1.861622 0.913345 -3.940258 -3.3 -0.8 1.2
C 2.155542 0.412013 -2.645230 0.1 0.0 -0.4
C 1.150780 -0.105707 -1.773318 0.9 -0.9 0.6
C 1.835042 -0.783161 -0.623867 0.8 1.2 -0.1
C 1.413982 -1.184623 0.812185 -1.7 0.0 -1.2
C 1.099227 0.034477 1.583323 -1.1 5.4 1.3
C 0.827939 0.117373 3.118548 4.0 -4.9 -0.4
O 1.390833 -0.792650 3.758718 -1.5 1.7 0.0
O 0.208670 1.124843 3.655027 -0.1 1.2 -0.9
C 0.170625 1.219187 5.070186 1.7 -1.8 1.1
C 3.155990 -0.551056 -0.888908 -0.9 0.2 -0.6
N 3.402655 0.180179 -2.041830 -1.2 -0.9 0.3
C 4.737590 0.553080 -2.456105 -1.0 2.7 -0.5
H -3.325796 -0.528445 2.460450 1.0 -0.2 -0.5
H -4.650845 0.272359 2.534842 -2.4 1.0 1.3
H -3.242939 1.234242 2.147788 0.3 0.3 0.0
H -5.073617 -0.479055 0.303653 0.9 -0.2 0.5
H -4.256847 0.996876 -0.053268 0.6 -0.3 0.0
H -3.569751 -2.505420 -0.835154 -1.0 -0.4 -0.8
H -3.396919 -2.503958 0.929955 -0.2 0.0 -0.3
H -2.054275 -2.680935 -0.107351 0.8 0.6 -0.1
H -1.629067 0.446487 -3.815502 1.6 -0.1 0.8
H 0.190081 1.397221 -5.292932 -0.2 0.3 -1.1
H 2.647266 1.176271 -4.568498 1.1 0.7 -1.1
H 2.034337 -1.825619 1.407699 0.8 -0.4 -0.3
H 0.439720 -1.616719 0.755790 -0.6 -1.3 -0.3
H 1.940027 0.768914 1.421996 -0.7 -0.4 0.4
H 0.200461 0.602907 1.237694 0.6 -0.5 -0.8
H -0.386676 0.337782 5.423929 0.5 0.3 0.3
H -0.362640 2.077368 5.264008 -1.4 1.9 0.3
H 1.180139 1.368136 5.619324 -1.4 -0.8 -1.4
H 3.936114 -0.941764 -0.296934 1.0 0.0 0.5
H 4.916135 1.687706 -2.149390 0.0 -2.4 -0.7
H 4.836294 0.454461 -3.553593 0.1 0.1 0.6
H 5.406340 -0.113197 -1.965489 0.8 -0.2 0.3
```
Positions in Å, forces in eV/Å.

ΔE to the lowest compared entry with this formula, charge and spin   3.805 eV
M   318.37 g/mol
LUMO level   0.76 eV
SMILES   CCN(C)C(=O)Oc1cccc2c1c(CCC(=O)OC)cn2C
Gap between HOMO and LUMO   8.614 eV



Entry 5:
Density functional theory data (ωB97M-V/def2-TZVPD) for the molecule C17H22N2O5.

```
46
Properties=species:S:1:pos:R:3:forces:R:3
C -3.873880 0.395213 -4.398861 0.0 -0.7 0.7
C -2.598275 -0.131140 -3.743673 0.2 0.5 -0.4
C -1.681786 0.988764 -3.254913 -0.1 0.0 0.2
C -0.393144 0.474993 -2.640780 -0.7 -1.3 -0.4
O 0.323235 -0.276686 -3.635776 0.8 -0.5 0.5
C 1.383794 -1.093641 -3.087988 -1.3 0.3 0.6
C 2.699995 -0.367573 -2.877733 0.7 -0.4 1.0
O 2.691156 0.724962 -1.903537 0.0 -1.0 -0.7
C 2.524154 0.492857 -0.562007 0.2 -0.6 -0.2
C 2.464206 1.639518 0.204969 -0.2 -0.3 0.9
C 2.223122 1.571419 1.579555 -0.1 -1.2 -2.0
C 1.967433 0.338424 2.163700 0.7 -0.4 0.3
C 1.617676 0.209389 3.595692 -1.5 1.7 0.6
C 0.156453 -0.152839 3.879878 -0.4 -0.6 -0.8
C -0.893544 -0.097846 3.011432 1.3 0.1 -0.2
O -0.811582 0.253146 1.703263 -1.0 -0.3 1.0
N -2.166263 -0.386738 3.452228 0.4 0.0 -1.0
C -2.403010 -0.843377 4.722240 -0.9 -0.7 0.4
O -3.496551 -1.161838 5.085715 -2.0 -0.2 0.0
N -1.372685 -0.969341 5.598896 -1.0 0.0 -0.9
C -0.156285 -0.525891 5.249574 2.2 1.9 0.7
O 0.633890 -0.269515 6.136000 1.0 -0.4 0.7
C 2.166354 -0.840783 1.446738 -0.3 0.3 -1.3
C 2.457008 -0.757821 0.082854 0.0 -0.4 -0.8
H -3.729898 0.623017 -5.442894 0.0 0.2 -0.3
H -4.212493 1.279329 -3.860121 -0.2 0.1 -0.1
H -4.638854 -0.386602 -4.293465 0.0 0.4 -0.3
H -2.050459 -0.783952 -4.430870 0.0 0.2 0.0
H -2.877662 -0.752426 -2.919344 -0.1 -0.4 0.8
H -2.160973 1.629386 -2.483916 0.0 -0.4 -0.4
H -1.475731 1.647326 -4.094560 0.3 0.2 -0.1
H -0.658764 -0.209643 -1.791676 0.3 0.5 -0.4
H 0.192776 1.297356 -2.301496 0.6 0.6 0.5
H 0.988454 -1.558677 -2.136435 0.6 0.4 -0.8
H 1.595129 -1.915677 -3.786797 -0.2 0.3 0.0
H 3.081899 0.042743 -3.819657 -0.4 0.3 0.3
H 3.457415 -1.139820 -2.589275 -0.4 0.5 0.1
H 2.605135 2.578091 -0.270988 0.1 0.7 -0.4
H 2.193019 2.486121 2.091388 -0.2 0.9 1.0
H 1.814574 1.184256 4.093691 0.0 -0.7 0.0
H 2.260841 -0.518801 4.010505 0.5 -0.8 0.9
H 0.129088 0.337566 1.489183 0.2 0.1 -0.2
H -2.905774 -0.560450 2.770497 0.3 0.2 0.4
H -1.656058 -0.996726 6.572978 0.4 -0.2 -0.2
H 1.974218 -1.822873 1.892415 0.3 0.4 0.0
H 2.612644 -1.673202 -0.506629 -0.2 0.5 0.4
```
Positions in Å, forces in eV/Å.

ΔE to the lowest compared entry with this formula, charge and spin   1.636 eV
M   334.37 g/mol
LUMO level   0.49 eV
SMILES   CCCCOCCOc1ccc(Cc2c(O)[nH]c(=O)[nH]c2=O)cc1
Gap between HOMO and LUMO   9.289 eV



Q: What is the ΔE to the lowest compared entry with this formula, charge and spin in the second record?
A: 3.055 eV



Q: Which of these has the highest ΔE to the lowest compared entry with this formula, charge and spin?
A: C17H22N2O4